# 1
The following is a DFT calculation (ωB97M-V with the def2-TZVPD basis set) of an isolated molecule of C5H11NO in a non-equilibrium geometry.

CARTESIAN COORDINATES (ANGSTROEM)
C -1.7946 -0.4322 -0.7313
C -0.3430 -0.4483 -1.1408
N 0.7184 0.1549 -0.2360
C 1.9372 0.5598 -0.9052
C 0.7044 0.4578 1.1060
C -0.5363 -0.0673 1.9621
O 1.5062 1.1581 1.6423
H -1.8522 -0.9086 0.2432
H -2.5372 -0.7321 -1.5955
H -1.9512 0.3737 -0.3520
H -0.3046 -0.0171 -2.0131
H -0.1273 -1.3202 -1.3587
H 2.3687 -0.3068 -1.5658
H 1.6151 1.2429 -1.4378
H 2.7633 0.9226 -0.0684
H -1.2650 0.5622 1.6942
H -0.1107 0.0310 3.0064
H -0.7911 -1.2304 1.7507

The total charge is 0. The energy relative to the best compared isomer or geometry (same formula, charge and spin) is 114.39 kcal per mole. The SMILES is CCN(C)C(C)=O. Its total energy is -8896.737 eV. The calculation puts the HOMO-LUMO gap at 10.07 eV. The value obtained for the LUMO energy is 0.0322 Eh. As for the HOMO energy: -9.194 eV.

---

# 2
The following is a DFT calculation (ωB97M-V with the def2-TZVPD basis set) of a cluster of 5 separate species, C13H21Cl8N in total in a non-equilibrium geometry.

CARTESIAN COORDINATES (ANGSTROEM)
C 0.0437 -1.6213 2.9595
C 1.1329 -2.4875 2.9172
C 1.5948 -3.0397 4.1069
N 1.0456 -2.8028 5.3019
C 0.0291 -1.9433 5.3147
C -0.5227 -1.3585 4.1879
H -0.3610 -1.0904 2.1068
H 1.6720 -2.6603 1.9956
H 2.4593 -3.6898 4.0473
H -0.3306 -1.6715 6.3018
H -1.3948 -0.7370 4.3512
Cl -2.7304 1.6084 0.2287
C -3.1999 0.6556 1.6609
C -4.5912 0.9593 2.1345
Cl -5.0266 -0.1953 3.4773
H -2.4401 0.8112 2.4221
H -3.1185 -0.3864 1.3594
H -5.3715 0.8398 1.3882
H -4.7989 1.8978 2.6400
Cl 0.0903 -1.2134 -4.7343
C -1.0836 -1.7027 -6.0636
C -2.1804 -2.5149 -5.4113
Cl -3.5313 -2.7507 -6.5351
H -0.4498 -2.3124 -6.6970
H -1.4166 -0.7966 -6.5516
H -2.5450 -2.0009 -4.5250
H -1.8572 -3.5073 -5.1132
Cl 0.4168 -0.5387 -0.4255
C 0.2081 0.9059 -1.4392
C 1.4959 1.0321 -2.2265
Cl 1.6268 2.5256 -3.1093
H -0.0075 1.7190 -0.7580
H -0.5941 0.7062 -2.1449
H 1.6500 0.1719 -2.8892
H 2.4121 0.9023 -1.6440
Cl 1.8906 3.7109 0.6122
C 3.5801 3.2237 0.8193
C 4.3359 3.3220 -0.4881
Cl 6.0639 3.0082 -0.1324
H 3.5456 2.2147 1.2165
H 3.9852 3.9392 1.5279
H 4.2352 4.2887 -0.9729
H 4.0379 2.5789 -1.2169

The total charge is 0. The energy relative to the best compared isomer or geometry (same formula, charge and spin) is 6.72 kcal per mole. The SMILES is c1ccncc1.ClCCCl.ClCCCl.ClCCCl.ClCCCl. Its total energy is -115491.576 eV. The calculation puts the HOMO-LUMO gap at 10.15 eV. The value obtained for the LUMO energy is 0.0159 Eh. As for the HOMO energy: -9.720 eV.

---

# 3
The following is a DFT calculation (ωB97M-V with the def2-TZVPD basis set) of a cluster of 2 separate species, C5H13NO2 in total in a non-equilibrium geometry.

CARTESIAN COORDINATES (ANGSTROEM)
C -1.4593 -0.3964 1.0477
C -0.2332 0.2931 0.3866
C -0.5114 1.8084 0.3926
N 0.0918 -0.3761 -0.8782
C 0.6418 -1.7208 -0.8389
C -0.4995 0.0114 -2.0481
O -1.2524 0.9502 -2.1680
H -1.5351 -0.0484 2.0805
H -2.3658 -0.0245 0.5655
H -1.4111 -1.4809 0.9946
H 0.5997 0.0434 1.0551
H -0.2654 2.2574 -0.5579
H 0.1779 2.1835 1.1465
H -1.5226 2.0744 0.6645
H -0.0540 -2.3883 -1.3497
H 1.6116 -1.8187 -1.3352
H 0.7633 -2.1049 0.1735
H -0.2513 -0.6732 -2.8785
O 2.6619 0.3579 1.5052
H 2.6005 1.2543 1.1670
H 2.2124 -0.2019 0.8753

The total charge is 0. The energy relative to the best compared isomer or geometry (same formula, charge and spin) is 32.89 kcal per mole. The SMILES is CC(C)N(C)C=O.O. Its total energy is -10980.453 eV. The calculation puts the HOMO-LUMO gap at 10.04 eV. The value obtained for the LUMO energy is 0.0261 Eh. As for the HOMO energy: -9.331 eV.

---

# 4
The following is a DFT calculation (ωB97M-V with the def2-TZVPD basis set) of a cluster of 2 separate species, C4H11N3O2 in total in a non-equilibrium geometry.

CARTESIAN COORDINATES (ANGSTROEM)
H -3.5947 -1.8308 0.0472
N -2.8834 -1.6875 0.7572
C -1.7156 -1.4035 0.3319
N -0.7374 -1.2684 1.3002
N -1.3111 -1.2744 -1.0031
C -1.7147 0.0582 -1.6186
H 0.1775 -1.0566 0.9581
H -1.0561 -1.7064 2.1461
H -0.3534 -1.4187 -1.2799
H -2.3301 0.6253 -0.9151
H -2.2921 -0.2189 -2.4922
H -0.7728 0.5748 -1.7384
C 2.9565 0.8390 0.9867
C 1.8868 1.3081 0.0046
O 1.2023 0.5593 -0.6289
O 1.6526 2.6450 0.0799
H 3.2654 1.5926 1.7064
H 3.8998 0.5721 0.5164
H 2.5119 -0.0370 1.4473
H 1.2086 3.1276 -0.6058

The total charge is 0. The energy relative to the best compared isomer or geometry (same formula, charge and spin) is 33.12 kcal per mole. The SMILES is [H]/N=C(/N)NC.CC(=O)O. Its total energy is -12891.394 eV. The calculation puts the HOMO-LUMO gap at 8.81 eV. The value obtained for the LUMO energy is 0.0161 Eh. As for the HOMO energy: -8.368 eV.

---

# 5
The following is a DFT calculation (ωB97M-V with the def2-TZVPD basis set) of an isolated molecule of C2H4F3P in a non-equilibrium geometry.

CARTESIAN COORDINATES (ANGSTROEM)
C 0.4779 0.4515 -1.3400
P 1.0686 -0.3516 0.2138
C -0.5639 -0.1385 1.3239
F -0.3947 -0.7803 2.5135
F -1.7183 -0.5707 0.7886
F -0.7375 1.1791 1.6285
H 1.0163 1.3589 -1.3033
H -0.6595 0.6115 -1.4324
H 0.8017 -0.1907 -2.1349
H 0.7095 -1.5693 -0.2577

The total charge is 0. The energy relative to the best compared isomer or geometry (same formula, charge and spin) is 21.31 kcal per mole. The SMILES is CPC(F)(F)F. Its total energy is -19579.658 eV. The calculation puts the HOMO-LUMO gap at 11.09 eV. The value obtained for the LUMO energy is 0.0301 Eh. As for the HOMO energy: -10.275 eV.

---

# 6
The following is a DFT calculation (ωB97M-V with the def2-TZVPD basis set) of the ion C19H22N5O with charge +1 in a non-equilibrium geometry.

CARTESIAN COORDINATES (ANGSTROEM)
C 1.5726 -0.2625 4.0518
N 0.6111 0.8899 3.7792
C 0.4521 1.3781 2.4766
N 0.5922 0.5858 1.2689
N 0.3959 1.0954 0.1569
C 0.2131 0.2183 -0.9386
C -0.2567 0.7558 -2.1650
C -0.4538 -0.0620 -3.2393
C -0.3052 -1.4518 -3.1376
N -0.4490 -2.1719 -4.2584
C 0.6237 -3.2448 -4.5390
C -0.0600 -4.6249 -4.7369
O -1.2725 -4.5959 -5.5357
C -2.2893 -3.6888 -5.0499
C -1.7728 -2.2528 -4.9825
C 0.1560 -2.0217 -2.0067
C 0.3476 -1.1796 -0.9042
N 0.1349 2.6392 2.5762
C 0.1603 3.7396 1.5854
C 0.0488 2.9977 3.9041
C 0.0591 4.3142 4.4757
C 0.2432 4.4279 5.8599
C 0.4434 3.3116 6.7039
C 0.4344 2.0693 6.1439
C 0.2936 1.9456 4.7069
H 1.7184 -0.9320 3.2576
H 2.5312 0.2319 4.3920
H 1.1049 -0.9757 4.7744
H -0.4226 1.7946 -2.4183
H -0.7617 0.4099 -4.1743
H 1.4349 -3.3557 -3.7423
H 1.0617 -2.9624 -5.5329
H 0.6455 -5.3347 -5.1884
H -0.3549 -5.1085 -3.7975
H -2.7072 -4.0564 -4.1188
H -2.9619 -3.7630 -5.7596
H -1.5188 -1.8326 -5.9859
H -2.4967 -1.5631 -4.5027
H 0.3063 -3.1337 -1.9831
H 0.5299 -1.6154 0.0992
H -0.8225 4.2735 1.6861
H 0.9038 4.4914 1.8280
H 0.2977 3.4150 0.5252
H -0.1477 5.1588 3.8005
H 0.3860 5.4635 6.2572
H 0.6518 3.4628 7.7597
H 0.6995 1.1201 6.6287

The total charge is +1. The SMILES is Cn1c(/N=N/c2ccc(N3CCOCC3)cc2)[n+](C)c2ccccc21. Its total energy is -29548.219 eV. The calculation puts the HOMO-LUMO gap at 6.15 eV. The value obtained for the LUMO energy is -0.1569 Eh. As for the HOMO energy: -10.419 eV.

---

# 7
The following is a DFT calculation (ωB97M-V with the def2-TZVPD basis set) of a structure of composition C5H10N2O in a non-equilibrium geometry.

CARTESIAN COORDINATES (ANGSTROEM)
C -0.0864 -0.0905 -0.0648
C 1.3793 0.3567 -0.4234
C 1.7389 -1.2422 -0.1948
C 0.6739 -0.9802 1.0416
C -0.8786 1.1874 0.2519
H -1.2905 -1.9575 -0.2877
H -1.6301 -0.3567 -1.5633
H 1.7517 1.2765 0.3711
H 1.6080 0.7976 -1.6080
H 1.1730 -1.8456 -1.2267
H 2.9642 -1.7633 0.1663
H 1.4750 -0.6190 2.0302
H 0.4075 -1.9526 1.6699
H -0.2774 2.1485 0.7222
H -3.5848 2.1491 -0.0286
N -0.8470 -1.0619 -0.9973
N -2.0599 1.3154 -0.0346
O -2.5166 2.6385 0.1758

The total charge is 0. The energy relative to the best compared isomer or geometry (same formula, charge and spin) is 243.99 kcal per mole. Its total energy is -10364.725 eV. The calculation puts the HOMO-LUMO gap at 9.99 eV. The value obtained for the LUMO energy is 0.0275 Eh. As for the HOMO energy: -9.239 eV.

---

total charge of number 2 (C13H21Cl8N)? 0